1.
C5H8O2 | ωB97M-V with the def2-TZVPD basis set

ORCA input file:
```
! wB97M-V def2-TZVPD RIJCOSX def2/J DEFGRID3
* xyz 0 1
C -0.210 0.232 1.709
C -0.469 0.001 0.427
C -1.038 0.857 -0.695
C -1.158 -0.444 -1.504
O -1.707 -0.736 -2.528
C -0.376 -1.239 -0.449
H 0.169 -0.553 2.359
H -0.374 1.209 2.157
H -1.970 1.397 -0.500
H -0.308 1.545 -1.139
H -0.842 -2.161 -0.087
H 0.652 -1.445 -0.775
O 2.573 0.560 -0.036
H 3.247 0.130 0.503
H 1.812 0.645 0.557
*
```

Its orbital gap is 10.35 eV. The value obtained for the total energy is -9408.1676 eV. For the HOMO energy, the calculation gives -9.8 eV. As for the SMILES: C=C1CC(=O)C1.O.

Formally, the Löwdin partial charges of the atoms, in units of the elementary charge, are as follows: C 0.038; C -0.324; C -0.035; C -0.373; O 0.111; C -0.038; H 0.071; H 0.071; H 0.126; H 0.132; H 0.126; H 0.126; O -0.064; H 0.040; H -0.007



2.
C15H14N2O3 | ωB97M-V with the def2-TZVPD basis set

ORCA input file:
```
! wB97M-V def2-TZVPD RIJCOSX def2/J DEFGRID3
* xyz 0 1
O -0.732 -1.915 -0.083
C -0.832 -0.812 -0.566
C 0.248 -0.199 -1.427
C 1.364 -1.214 -1.743
N 2.118 -1.606 -0.582
C 2.902 -0.719 0.127
C 3.430 0.446 -0.435
C 4.265 1.265 0.303
C 4.591 0.952 1.611
C 4.074 -0.203 2.177
C 3.240 -1.025 1.450
C -2.059 0.010 -0.345
C -2.124 1.380 -0.596
C -3.293 2.086 -0.364
C -4.419 1.438 0.111
C -4.354 0.072 0.360
N -5.529 -0.613 0.856
O -5.454 -1.810 1.014
O -6.512 0.058 1.078
C -3.188 -0.643 0.144
H 0.684 0.643 -0.882
H -0.196 0.180 -2.350
H 2.040 -0.788 -2.488
H 0.918 -2.117 -2.165
H 1.630 -2.272 0.000
H 3.203 0.714 -1.456
H 4.662 2.161 -0.152
H 5.241 1.598 2.182
H 4.320 -0.461 3.197
H 2.837 -1.923 1.897
H -1.257 1.909 -0.961
H -3.327 3.147 -0.557
H -5.343 1.966 0.293
H -3.150 -1.702 0.351
*
```

Its orbital gap is 7.10 eV. The value obtained for the total energy is -24902.3577 eV. For the HOMO energy, the calculation gives -7.9 eV. As for the SMILES: O=C(CCNc1ccccc1)c1cccc([N+](=O)[O-])c1.

Formally, the Löwdin partial charges of the atoms, in units of the elementary charge, are as follows: O 0.108; C -0.337; C -0.102; C -0.193; N 0.011; C -0.276; C -0.047; C -0.099; C -0.115; C -0.097; C -0.035; C -0.126; C -0.009; C -0.047; C 0.015; C -0.132; N -0.362; O 0.094; O 0.085; C 0.077; H 0.120; H 0.129; H 0.112; H 0.126; H 0.118; H 0.099; H 0.101; H 0.095; H 0.101; H 0.109; H 0.112; H 0.111; H 0.122; H 0.132